No. 1
Computed, not measured: a structure of composition C5H16BeN3O3, with ωB97M-V/def2-TZVPD.

Last column: natural (NBO) charge in e.
Cartesian coordinates (Å):
Be  -0.016  -0.692  -0.064  1.666
N  1.917  -0.606  -0.048  -0.918
C  2.168  0.741  0.497  -0.238
C  1.407  1.701  -0.405  -0.236
N  0.092  1.086  -0.736  -0.768
C  -1.109  1.914  -0.462  -0.233
C  -1.867  1.293  0.697  -0.236
N  -1.922  -0.151  0.411  -0.900
H  2.314  -1.322  0.551  0.412
H  2.358  -0.708  -0.959  0.392
H  3.224  1.004  0.554  0.218
H  1.755  0.766  1.508  0.203
H  1.969  1.872  -1.324  0.211
H  1.270  2.667  0.078  0.221
H  0.092  0.864  -1.726  0.415
H  -1.743  1.917  -1.349  0.213
H  -0.839  2.948  -0.251  0.220
H  -2.848  1.756  0.808  0.216
H  -1.316  1.434  1.630  0.197
H  -2.480  -0.318  -0.422  0.393
H  -2.386  -0.654  1.159  0.395
O  -0.332  -3.569  -0.153  -0.660
C  -0.454  -2.930  -1.201  0.675
O  -0.325  -1.650  -1.304  -0.949
H  -0.644  -3.457  -2.141  0.130
O  0.109  -1.668  1.421  -1.074
H  -0.033  -2.585  0.972  0.523
H  -0.360  -1.654  2.260  0.510

2S+1: 1
HOMO-LUMO gap in eV: 11.169
HOMO energy in Eh: -0.511
Charge: +1
Lowest unoccupied orbital energy in eV: -2.7



No. 2
Computed, not measured: a structure of composition C5H16CsN2O3 in a non-equilibrium geometry, with ωB97M-V/def2-TZVPD.

Last column: natural (NBO) charge in e.
Cartesian coordinates (Å):
Cs  0.742  -1.129  -0.329  0.980
C  -3.136  -1.858  0.948  -0.642
C  -2.335  -2.292  2.140  -0.066
O  -0.931  -1.960  1.900  -0.795
H  -2.909  -2.381  0.019  0.215
H  -3.088  -0.784  0.770  0.208
H  -4.177  -1.986  1.243  0.241
H  -2.498  -3.365  2.244  0.184
H  -2.550  -1.772  3.074  0.183
H  -0.454  -2.223  2.691  0.482
C  -1.283  1.640  1.273  -0.654
C  0.073  2.285  1.600  -0.067
O  1.046  1.619  0.823  -0.753
H  -2.073  2.349  1.522  0.237
H  -1.502  0.869  2.013  0.221
H  -1.423  1.276  0.255  0.187
H  0.173  2.327  2.685  0.208
H  0.164  3.319  1.268  0.175
H  0.876  1.661  -0.121  0.452
C  2.812  -0.010  -3.436  0.723
O  1.965  -0.588  -4.118  -0.675
N  3.990  0.191  -3.873  -0.800
N  2.576  0.527  -2.335  -0.836
H  4.674  0.308  -3.140  0.375
H  4.267  -0.001  -4.825  0.432
H  1.640  0.903  -2.280  0.393
H  3.361  1.076  -2.013  0.394

2S+1: 1
HOMO-LUMO gap in eV: 9.683
HOMO energy in Eh: -0.469
Charge: +1
Lowest unoccupied orbital energy in eV: -3.1



No. 3
Computed, not measured: a cluster of 3 separate species, C5H16N2O in total in a non-equilibrium geometry, with ωB97M-V/def2-TZVPD.

Last column: Mulliken spin population.
Cartesian coordinates (Å):
C  2.906  0.003  0.173  -0.005
C  2.292  -1.050  1.111  0.001
N  0.990  1.236  -1.820  0.990
C  -0.211  1.475  -0.933  -0.066
C  -1.009  0.194  -0.985  0.062
N  -2.102  0.240  0.023  0.011
C  -2.677  -1.095  0.053  0.001
H  2.825  -0.381  -0.865  0.002
H  3.889  0.436  0.365  -0.001
H  2.141  0.803  0.150  0.004
H  1.492  -1.544  0.518  0.000
H  1.770  -0.661  2.027  0.000
H  2.997  -1.822  1.381  0.001
H  -0.844  2.358  -1.262  -0.015
H  0.197  1.688  0.115  0.044
H  -1.304  0.030  -2.033  -0.010
H  -0.238  -0.575  -0.730  0.009
H  -1.559  0.182  0.928  0.000
H  -1.968  -1.723  0.624  0.000
H  -3.566  -0.961  0.653  0.001
H  -2.943  -1.579  -0.904  0.001
H  0.851  1.777  -2.691  -0.028
H  -0.522  -0.010  2.537  0.000
O  -0.406  -0.688  1.906  0.000

2S+1: 2
HOMO-LUMO gap (spin up / spin down) in eV: 7.285 / 6.279
HOMO energy (spin up / spin down) in Eh: -0.120 / -0.120
Charge: -1
Lowest unoccupied orbital energy (spin up / spin down) in eV: 4.0 / 3.0



No. 4
Computed, not measured: a cluster of 2 separate species, C5H16N2O in total in a non-equilibrium geometry, with ωB97M-V/def2-TZVPD.

Last column: natural (NBO) charge in e.
Cartesian coordinates (Å):
C  -1.715  1.334  -0.116  -0.620
C  -0.737  0.482  0.685  -0.439
C  -0.601  -1.083  0.201  0.280
C  -0.659  -1.218  -1.319  -0.629
N  -1.673  -1.875  0.752  -0.835
N  0.642  -1.642  0.660  -0.849
H  -1.855  2.304  0.360  0.213
H  -1.361  1.491  -1.134  0.198
H  -2.692  0.855  -0.175  0.201
H  0.223  0.992  0.772  0.184
H  -1.088  0.425  1.723  0.197
H  -0.569  -2.276  -1.551  0.237
H  0.161  -0.690  -1.793  0.205
H  -1.606  -0.855  -1.705  0.204
H  -2.576  -1.475  0.529  0.353
H  -1.588  -1.972  1.757  0.356
H  1.422  -1.222  0.161  0.387
H  0.771  -1.510  1.656  0.348
C  2.886  1.437  -0.076  -0.249
O  2.092  0.579  -0.859  -0.732
H  2.520  1.506  0.955  0.160
H  2.928  2.446  -0.501  0.166
H  3.892  1.018  -0.063  0.188
H  1.184  0.952  -0.918  0.473

2S+1: 1
HOMO-LUMO gap in eV: 9.505
HOMO energy in Eh: -0.320
Structure (SMILES): CCC(C)(N)N.CO
Charge: 0
Lowest unoccupied orbital energy in eV: 0.8



No. 5
Computed, not measured: a cluster of 2 separate species, C5H16N2O in total in a non-equilibrium geometry, with ωB97M-V/def2-TZVPD.

Last column: natural (NBO) charge in e.
Cartesian coordinates (Å):
C  1.153  1.410  -1.132  -0.629
C  1.669  1.846  0.240  -0.404
C  0.771  1.616  1.510  -0.407
C  -0.520  0.825  1.327  -0.221
N  -0.277  -0.625  1.325  -0.635
C  -1.426  -1.413  0.989  -0.045
N  -1.926  -1.183  -0.365  -0.860
H  1.423  0.382  -1.407  0.203
H  1.739  1.994  -1.843  0.220
H  0.092  1.521  -1.319  0.206
H  1.871  2.909  0.221  0.203
H  2.600  1.311  0.444  0.202
H  1.369  1.191  2.322  0.208
H  0.448  2.589  1.866  0.205
H  -1.014  1.146  0.409  0.177
H  -1.193  1.025  2.160  0.191
H  0.561  -0.859  0.807  0.354
H  -1.207  -2.453  1.214  0.163
H  -2.224  -1.117  1.684  0.171
H  -1.143  -1.046  -0.983  0.329
H  -2.556  -1.904  -0.690  0.366
O  0.505  -1.930  -2.976  -0.917
H  -0.041  -1.331  -2.454  0.454
H  0.237  -2.764  -2.552  0.465

2S+1: 1
HOMO-LUMO gap in eV: 9.630
HOMO energy in Eh: -0.328
Structure (SMILES): CCCCNCN.O
Charge: 0
Lowest unoccupied orbital energy in eV: 0.7



The calculation returns the following energy relative to the best compared isomer or geometry (same formula, charge and spin) values, one per record and in order: 12.8, 48.0, 41.4, 17.9, 23.1 kcal per mole.